# 1
C34H55F2IN15OP | ωB97M-V/def2-TZVPD

The geometry in XYZ format:
```
109
Properties=species:S:1:pos:R:3
C -0.95 -2.30 -0.77
C -1.94 -1.82 0.46
O -1.44 -1.52 1.68
N -3.44 -1.75 0.15
C -3.68 -0.38 -0.44
C -5.24 -0.07 -0.87
C -6.32 -0.18 0.36
C -6.59 -1.70 0.92
P -7.06 -2.98 -0.42
F -6.97 -4.27 0.82
F -8.57 -2.10 -0.70
I -7.68 -4.73 -2.06
H -1.34 -3.31 -1.25
H -0.88 -1.43 -1.58
H 0.15 -2.45 -0.37
H -3.74 -2.51 -0.49
H -3.20 0.44 0.26
H -3.04 -0.34 -1.45
H -5.26 1.07 -1.22
H -5.63 -0.69 -1.78
H -7.33 0.33 -0.03
H -5.98 0.47 1.29
H -7.53 -1.62 1.66
H -5.70 -2.10 1.59
H -5.86 -2.78 -1.18
C -8.24 2.74 3.43
C -7.12 2.58 2.49
N -6.23 2.44 1.74
H -8.06 2.20 4.37
H -8.40 3.80 3.69
H -9.18 2.37 3.01
C -12.29 3.55 1.66
C -11.63 4.41 2.66
N -11.11 5.08 3.46
H -11.86 2.55 1.64
H -13.36 3.44 1.87
H -12.20 3.97 0.65
C 3.33 -1.29 -1.17
C 2.12 -1.03 -1.97
N 1.17 -0.83 -2.60
H 3.15 -1.16 -0.10
H 3.71 -2.30 -1.32
H 4.15 -0.60 -1.44
C 6.57 -4.18 -2.17
C 5.55 -4.15 -1.11
N 4.74 -4.12 -0.28
H 7.29 -3.36 -2.06
H 7.14 -5.12 -2.15
H 6.13 -4.09 -3.17
C 8.27 -3.15 2.36
C 8.48 -3.73 1.03
N 8.66 -4.19 -0.03
H 7.24 -2.79 2.48
H 8.44 -3.89 3.16
H 8.93 -2.30 2.55
C -8.44 6.19 6.73
C -7.60 5.17 6.07
N -6.93 4.37 5.56
H -8.02 6.50 7.69
H -8.54 7.09 6.11
H -9.45 5.81 6.92
C -9.40 -4.06 -5.48
C -9.29 -2.99 -6.49
N -9.20 -2.15 -7.28
H -10.27 -3.92 -4.83
H -9.49 -5.04 -5.94
H -8.52 -4.09 -4.83
C -1.23 1.65 -4.68
C -2.25 1.68 -3.63
N -3.06 1.71 -2.79
H -0.51 2.47 -4.57
H -0.66 0.72 -4.66
H -1.67 1.74 -5.68
C 11.26 0.82 2.36
C 10.58 -0.20 3.17
N 10.04 -1.01 3.80
H 10.55 1.43 1.79
H 11.84 1.51 2.98
H 11.96 0.38 1.64
C 12.80 -2.42 6.82
C 12.91 -1.25 5.94
N 13.00 -0.32 5.25
H 13.73 -3.00 6.85
H 12.57 -2.14 7.85
H 12.01 -3.10 6.49
C -4.93 1.93 -6.67
C -3.81 1.76 -7.61
N -2.93 1.63 -8.36
H -4.75 1.39 -5.73
H -5.09 2.98 -6.41
H -5.87 1.56 -7.09
C 9.31 -0.46 -3.54
C 8.17 -1.33 -3.89
N 7.28 -2.02 -4.16
H 9.66 -0.64 -2.52
H 10.16 -0.62 -4.21
H 9.04 0.60 -3.61
C 15.35 0.51 8.48
C 15.02 -0.80 9.06
N 14.75 -1.84 9.51
H 15.77 0.42 7.48
H 14.46 1.15 8.40
H 16.08 1.05 9.10
C -2.43 5.16 -6.79
C -3.45 5.20 -5.74
N -4.26 5.22 -4.91
H -1.71 5.98 -6.68
H -1.86 4.23 -6.78
H -2.87 5.26 -7.79
```

Calculated values
2S+1   1
Relative energy (zero: lowest compared OMol25 entry of this formula, charge and spin)   66.0 kcal per mole
HOMO energy   -8.76 eV
Calculated total energy   -3063.63194 hartree

---

# 2
C34H55IrN4O5P2Si2 | ωB97M-V/def2-TZVPD

The geometry in XYZ format:
```
103
Properties=species:S:1:pos:R:3
Ir 0.62 1.09 -0.26
O 5.62 0.97 -0.92
C 4.31 0.88 -1.12
O 3.64 -0.04 -0.74
C 3.79 2.09 -1.87
O 2.38 2.17 -1.99
C 1.76 1.35 -3.00
C 0.71 0.44 -2.38
O -0.38 0.47 -4.81
O 0.95 -0.69 -1.88
H 5.95 0.22 -0.41
H 4.11 2.98 -1.33
H 4.27 2.10 -2.85
H 1.25 2.02 -3.69
H 2.52 0.77 -3.53
C -1.22 1.35 -4.12
P -1.00 1.26 -2.24
C -2.00 -0.21 -1.84
N -2.67 -0.72 -2.85
C -3.39 -1.85 -2.67
C -4.10 -2.43 -3.73
C -4.82 -3.59 -3.52
C -4.85 -4.19 -2.26
C -4.14 -3.66 -1.21
C -3.39 -2.49 -1.40
N -2.66 -1.97 -0.39
C -2.00 -0.84 -0.58
P -1.03 -0.23 0.86
C -0.13 -1.81 1.28
C -2.24 -0.20 2.35
C -3.42 0.72 2.05
C -2.78 -1.59 2.71
C -1.41 0.38 3.50
C -2.15 2.82 -1.88
C -2.41 2.81 -0.38
C -3.47 2.68 -2.63
C -1.37 4.07 -2.28
H -2.27 1.14 -4.33
H -0.74 -0.42 -4.75
H -0.98 2.36 -4.45
H -4.07 -1.97 -4.71
H -5.36 -4.02 -4.35
H -5.44 -5.09 -2.11
H -4.14 -4.13 -0.23
H -0.17 -2.00 2.34
H 1.41 -1.07 0.14
H -0.66 -2.62 0.77
H -3.98 0.38 1.18
H -3.09 1.75 1.89
H -4.09 0.72 2.91
H -3.09 -2.13 1.82
H -3.65 -1.46 3.35
H -2.05 -2.19 3.25
H -1.19 1.43 3.32
H -0.46 -0.14 3.63
H -1.97 0.29 4.43
H -2.98 1.92 -0.12
H -2.98 3.69 -0.08
H -1.48 2.79 0.19
H -3.87 1.67 -2.55
H -3.37 2.94 -3.68
H -4.20 3.37 -2.19
H -0.34 4.03 -1.92
H -1.85 4.95 -1.85
H -1.36 4.21 -3.36
C 1.40 3.81 0.62
Si 1.99 2.77 2.10
C 0.84 3.28 3.52
C 3.78 3.30 2.40
N 1.74 1.10 1.66
C 2.24 0.05 2.37
C 2.94 0.29 3.58
C 3.49 -0.70 4.36
C 3.37 -2.03 4.00
C 2.66 -2.31 2.84
C 2.11 -1.33 2.03
N 1.31 -1.79 0.89
Si 1.78 -3.43 0.05
C 3.65 -3.38 -0.07
C 0.96 -3.56 -1.63
C 0.98 -4.78 1.11
H 0.93 4.73 0.98
H 0.66 3.29 0.00
H 2.23 4.10 -0.04
H 1.04 4.32 3.81
H 0.93 2.66 4.41
H -0.20 3.24 3.18
H 3.88 4.38 2.24
H 4.47 2.80 1.72
H 4.13 3.10 3.41
H 3.02 1.31 3.91
H 4.02 -0.43 5.27
H 3.78 -2.83 4.60
H 2.53 -3.35 2.57
H 3.96 -2.41 -0.47
H 3.99 -4.15 -0.77
H 4.16 -3.54 0.87
H 1.54 -3.05 -2.40
H -0.04 -3.13 -1.64
H 0.88 -4.61 -1.91
H 0.88 -4.55 2.17
H 1.56 -5.70 1.03
H -0.02 -5.00 0.73
```

Calculated values
2S+1   2
Relative energy (zero: lowest compared OMol25 entry of this formula, charge and spin)   77.3 kcal per mole
Total charge   +1
HOMO energy (spin up / spin down)   -9.11 / -9.31 eV
Calculated total energy   -3289.63516 hartree
⟨S²⟩   0.79